# 1
C27H83CuN19O12 as an isolated structure, computed with ωB97M-V/def2-TZVPD.

**<S²>**: 0.752
**Highest occupied orbital energy (spin up / spin down)**: -12.22 / -12.22 eV
**HOMO-LUMO gap (spin up / spin down)**: 8.63 / 7.23 eV
**Energy relative to the best compared isomer or geometry (same formula, charge and spin)**: 0.00 kJ/mol

```
! RIJCOSX wB97M-V def2-TZVPD def2/J DEFGRID3
* xyz 2 2
Cu 0.4540 0.2697 0.4756
C 2.7825 2.4472 -0.4007
O 1.8876 1.6487 -0.3068
N 3.4337 2.6439 -1.4629
N 3.3524 3.0173 0.6528
H 4.0702 3.4197 -1.3491
H 3.3257 2.2297 -2.3777
H 2.9896 2.8315 1.5769
H 4.1102 3.6598 0.4713
C 1.3428 -1.8863 5.3111
O 1.0426 -1.4391 4.2385
N 0.9710 -1.2477 6.3604
N 1.9319 -2.9962 5.6103
H 0.8745 -1.6740 7.2709
H 0.5220 -0.3444 6.3092
H 2.1539 -3.6800 4.9009
H 1.8358 -3.2425 6.5851
C 4.0208 1.5983 4.0412
O 3.0172 1.7766 3.3556
N 5.0285 0.8438 3.5946
N 4.2515 2.3106 5.1088
H 5.8701 0.8976 4.1504
H 5.0248 0.4899 2.6487
H 5.0225 2.2026 5.7522
H 3.5120 2.9438 5.3778
C 0.8336 -2.0322 -1.9367
O 0.4151 -1.0292 -1.3480
N 0.3149 -3.2204 -1.6917
N 1.5580 -1.9490 -2.9916
H 0.8188 -3.9502 -2.1751
H -0.5851 -3.2816 -1.2374
H 2.0029 -2.7404 -3.4343
H 1.8252 -0.9940 -3.1829
C -1.2608 -2.4821 1.4043
O -0.8392 -1.3428 1.2289
N -2.1385 -3.0215 0.6124
N -0.8959 -3.2345 2.3646
H -2.4846 -3.9276 0.8940
H -2.5051 -2.4951 -0.1677
H -1.4355 -4.0180 2.7037
H -0.2738 -2.7156 2.9678
C 2.9895 -1.8393 1.3839
O 2.1366 -1.0268 1.0079
N 2.9802 -2.3432 2.5406
N 3.9906 -2.1895 0.6061
H 3.7383 -2.8213 3.0061
H 2.2805 -1.9563 3.1578
H 4.0978 -1.7137 -0.2783
H 4.6150 -2.9474 0.8426
C -2.3559 1.4823 -1.0923
O -1.5094 0.9052 -0.4864
N -3.2599 2.2765 -0.5809
N -2.6330 1.2623 -2.3968
H -3.1726 2.4287 0.4137
H -3.6703 3.0568 -1.0736
H -2.0168 0.6677 -2.9323
H -3.2933 1.8907 -2.8319
C -0.4003 1.9499 4.4683
C -0.4862 1.6967 2.9156
C -0.1141 3.0200 2.3115
O -0.3043 2.8604 0.8938
C -0.2978 4.0990 0.2256
N 0.5641 0.7431 2.5789
H -0.5490 1.0362 5.0437
H -1.1786 2.6366 4.8011
H 0.4522 2.5572 4.7726
H -1.4292 1.3304 2.5098
H 0.9061 3.3392 2.5245
H -0.8084 3.7834 2.6627
H 0.7689 4.3140 0.1617
H -0.8891 4.8541 0.7434
H -0.8031 3.8431 -0.7056
H 0.6099 -0.0197 3.2393
H 1.4300 1.1934 2.8391
C -4.7640 -1.8751 -1.7590
C -3.8362 -2.5499 -2.7597
C -3.8676 -2.0427 -4.2648
O -5.2059 -2.1188 -4.8517
C -5.5080 -3.4980 -5.0998
N -2.5557 -2.3392 -2.1633
H -4.8001 -2.2966 -0.7545
H -5.7723 -1.8042 -2.1669
H -4.4520 -0.8334 -1.6840
H -3.9753 -3.6290 -2.6945
H -3.1044 -2.4703 -4.9150
H -3.7506 -0.9590 -4.2677
H -4.7757 -4.0042 -5.7288
H -6.5051 -3.6064 -5.5267
H -5.5940 -4.1165 -4.2064
H -1.8293 -2.8267 -2.6679
H -2.2480 -1.3777 -2.1947
C 7.8084 2.0382 0.7089
C 6.6199 1.0666 0.5112
C 6.2365 0.7278 -0.9891
O 5.1213 -0.1716 -1.0105
C 5.1403 -0.8001 -2.2737
N 6.6695 -0.1660 1.2887
H 7.5017 3.0231 0.3567
H 8.7170 1.7351 0.1887
H 7.9430 2.1438 1.7854
H 5.7650 1.5975 0.9301
H 7.1797 0.3709 -1.4027
H 5.9759 1.6039 -1.5829
H 4.3622 -1.5601 -2.3458
H 6.0335 -1.3888 -2.4828
H 5.1000 0.0116 -3.0001
H 5.8954 -0.7122 0.9385
H 7.5462 -0.6567 1.1856
C 0.9327 3.0437 -3.6525
C 1.3279 1.5883 -3.7557
C 0.5878 1.0124 -4.9339
O -0.7956 0.7900 -4.6168
C -1.4490 0.4634 -5.8301
N 2.8035 1.3867 -3.8691
H -0.1553 3.0126 -3.7113
H 1.2141 3.6224 -4.5322
H 1.3106 3.3776 -2.6861
H 1.0216 1.1367 -2.8122
H 1.0644 0.0967 -5.2836
H 0.7137 1.6769 -5.7887
H -2.5176 0.3923 -5.6277
H -1.1441 -0.5162 -6.1982
H -1.3987 1.1778 -6.6518
H 3.0947 2.1367 -4.4796
H 3.1227 0.5430 -4.3235
C -8.4271 -1.2745 1.0264
C -7.8836 -0.1849 1.9536
C -6.3896 0.0706 1.7972
O -5.6489 -0.8542 2.6529
C -4.3054 -1.0902 2.1785
N -8.7402 0.9723 1.7817
H -8.2145 -0.8807 0.0325
H -9.4742 -1.4146 1.2947
H -7.8772 -2.2152 0.9962
H -7.8688 -0.5040 2.9957
H -6.1213 1.0715 2.1352
H -6.1093 -0.0990 0.7576
H -3.8409 -0.1676 1.8306
H -4.2528 -1.7188 1.2896
H -3.7851 -1.5861 2.9980
H -8.7876 1.2075 0.8006
H -9.6442 0.5559 1.9536
*
```

Results of the Mulliken charge analysis, in e, for atoms 1 through 2:
1. Cu 1.23
2. C -0.33



# 2
A 17-piece molecular cluster, C27H88O17 overall, computed with ωB97M-V/def2-TZVPD.

**Highest occupied orbital energy**: -9.42 eV
**HOMO-LUMO gap**: 9.61 eV
**Energy relative to the best compared isomer or geometry (same formula, charge and spin)**: 0.00 kJ/mol

```
! RIJCOSX wB97M-V def2-TZVPD def2/J DEFGRID3
* xyz 0 1
O -4.0079 -0.1902 4.4478
H -4.3069 0.6993 4.6983
H -3.0486 -0.1102 4.4169
O -3.9026 -0.0008 -1.4938
H -3.7357 0.9308 -1.3769
H -4.8385 -0.1130 -1.3235
O -0.8512 0.3717 5.0367
H -0.7458 1.0656 4.3748
H -0.2764 -0.3341 4.7567
O -0.7113 2.6331 3.1519
H 0.0083 3.0920 3.6025
H -1.1680 3.3127 2.6562
O 2.9299 1.7928 -3.0417
H 3.3626 2.3024 -3.7366
H 2.8744 0.8385 -3.3470
O 3.1113 -1.8344 -1.0289
H 3.1955 -2.6199 -0.4787
H 3.1221 -1.0429 -0.4002
O 3.1923 0.1467 0.8214
H 3.7155 0.8647 0.4139
H 2.3076 0.5100 0.9464
O 2.2502 -0.7234 -3.4018
H 2.4704 -1.2895 -2.5736
H 2.5414 -1.2673 -4.1426
C 4.4171 4.6987 -0.8194
C 3.8633 3.5309 -0.0400
C 2.3730 3.6489 0.0076
O 4.2512 2.2731 -0.5667
H 4.0368 4.7822 -1.8497
H 5.5021 4.6355 -0.8578
H 4.0916 5.5861 -0.2650
H 4.3412 3.5205 0.9350
H 2.1495 4.6308 0.4572
H 1.8989 2.8533 0.5798
H 1.9951 3.6497 -1.0173
H 3.7359 2.1498 -1.3777
C -2.0773 -3.1802 -4.0892
C -2.8515 -1.9139 -4.4796
C -3.2719 -2.0008 -6.0005
O -3.8724 -1.7515 -3.5602
H -1.7118 -3.1479 -3.0570
H -1.2337 -3.3325 -4.7687
H -2.7587 -4.0231 -4.2292
H -2.1550 -1.0628 -4.4977
H -3.9144 -2.8498 -6.1812
H -2.3139 -2.1634 -6.4924
H -3.7284 -1.0566 -6.2778
H -3.7697 -1.0352 -2.9267
C -0.9660 3.7203 -5.1583
C -0.3329 3.3830 -3.8499
C -0.5294 1.9130 -3.5519
O 1.0426 3.6880 -3.9490
H -0.5535 3.0119 -5.8939
H -0.8467 4.7388 -5.5019
H -2.0481 3.5573 -5.1075
H -0.7768 3.9565 -3.0245
H -0.1661 1.6166 -2.5702
H -0.0656 1.3011 -4.3154
H -1.5995 1.6904 -3.4856
H 1.5884 3.0005 -3.5446
C 3.4732 3.6104 5.8433
C 2.6565 3.2867 4.5916
C 2.6941 1.8143 4.2978
O 1.3306 3.8350 4.7301
H 4.4960 3.2435 5.6804
H 3.1331 2.9375 6.6292
H 3.5033 4.6774 6.0724
H 3.0297 3.9283 3.7969
H 3.7526 1.5575 4.1862
H 2.2798 1.5955 3.3119
H 2.2112 1.1840 5.0484
H 1.0373 3.6686 5.6297
C -1.9656 4.0249 0.0153
C -3.2203 3.4825 0.7266
C -4.4182 4.4775 0.5816
O -3.4256 2.2060 0.2383
H -2.2393 4.1426 -1.0419
H -1.0471 3.4384 0.0243
H -1.7163 4.9960 0.4388
H -3.0394 3.4558 1.8143
H -4.0063 5.3239 1.1366
H -5.2818 4.2059 1.1834
H -4.6297 4.7513 -0.4529
H -4.1294 1.7736 0.7431
C -2.8607 -3.7745 0.8711
C -3.8390 -3.4993 -0.2932
C -4.0467 -4.5877 -1.3048
O -5.1680 -3.1346 0.2103
H -1.7871 -3.7953 0.6830
H -3.2035 -4.6355 1.4545
H -2.9911 -2.9518 1.5770
H -3.4563 -2.7046 -0.9352
H -3.0642 -4.7741 -1.7690
H -4.7318 -4.2607 -2.0731
H -4.4434 -5.5340 -0.9270
H -5.0953 -2.4744 0.9077
C 2.4621 -6.7498 -1.1952
C 2.4604 -5.2369 -1.3406
C 1.0641 -4.7043 -1.6362
O 2.8887 -4.5643 -0.1866
H 2.1835 -7.1459 -2.1817
H 1.7340 -7.1754 -0.5099
H 3.4771 -7.1136 -1.0639
H 3.1625 -4.9850 -2.1436
H 0.5103 -5.0197 -0.7529
H 0.8238 -5.1994 -2.5715
H 1.0280 -3.6185 -1.6099
H 3.7596 -4.8703 0.1042
C -0.1387 -0.8107 -0.5477
C -0.6759 0.2552 0.4684
C -1.6224 -0.3730 1.5212
O 0.4675 0.7992 1.1331
H 0.5693 -0.3310 -1.2287
H -1.0261 -1.1934 -1.0635
H 0.4030 -1.6296 -0.0642
H -1.1579 1.0460 -0.1211
H -1.0290 -1.2063 1.9172
H -2.4506 -0.7493 0.9249
H -1.9158 0.3206 2.2996
H 0.2045 1.4829 1.7759
C 1.6515 -3.0641 2.3987
C 1.3864 -2.4274 3.7224
C 2.4949 -2.5056 4.7717
O 1.1517 -1.0239 3.6027
H 2.5608 -2.6298 1.9527
H 0.7805 -2.9061 1.7651
H 1.8520 -4.1237 2.5415
H 0.5127 -2.8184 4.2460
H 2.6352 -3.5415 5.0936
H 2.1586 -1.9147 5.6242
H 3.4260 -2.0999 4.3871
H 1.1846 -0.7162 2.6895
*
```

Results of the Mulliken charge analysis, in e, for atoms 1 through 2:
1. O -0.65
2. H 0.30



# 3
C28H13Cl4I2MoN3O8 as an isolated structure, computed with ωB97M-V/def2-TZVPD.

**<S²>**: 2.022
**Highest occupied orbital energy (spin up / spin down)**: -8.28 / -8.41 eV
**HOMO-LUMO gap (spin up / spin down)**: 6.44 / 7.18 eV

```
! RIJCOSX wB97M-V def2-TZVPD def2/J DEFGRID3
* xyz 0 3
Mo -0.0601 0.3776 -0.3371
Cl 3.0757 1.7301 5.5839
C 2.2137 0.9724 4.3017
C 1.5096 -0.2120 4.5526
Cl 1.5248 -0.9185 6.1185
C 0.7754 -0.8198 3.5341
Cl -0.1529 -2.2377 3.7729
C 0.7902 -0.2128 2.2889
O 0.0560 -0.6559 1.2368
C 1.5190 0.9481 1.9974
O 1.4069 1.3791 0.7675
C 2.2253 1.5593 3.0384
Cl 3.0411 3.0384 2.7196
I 1.0802 0.1187 -3.0154
C -0.8313 -0.3057 -3.7578
C -0.9678 -0.5684 -5.0913
C -2.2415 -0.8633 -5.6142
C -3.3268 -0.8969 -4.7876
C -3.1931 -0.6325 -3.4046
C -4.3162 -0.6894 -2.5428
C -4.1899 -0.4489 -1.2071
C -2.9230 -0.1232 -0.6734
C -1.7949 -0.0593 -1.4603
C -1.9232 -0.3158 -2.8595
H -0.1123 -0.5541 -5.7532
H -2.3461 -1.0649 -6.6706
H -4.3088 -1.1303 -5.1787
H -5.2805 -0.9296 -2.9733
H -5.0542 -0.4987 -0.5585
H -2.8542 0.0598 0.3960
I 0.0996 -3.1043 -1.2038
C -1.4519 -3.7394 0.0517
C -1.7248 -5.0977 0.1533
C -2.7520 -5.4703 1.0009
C -3.4420 -4.4857 1.6987
C -3.0739 -3.1647 1.5131
N -2.0899 -2.7912 0.6952
H -1.1522 -5.8233 -0.4043
H -3.0098 -6.5139 1.1200
H -4.2471 -4.7337 2.3747
H -3.5807 -2.3648 2.0411
O 0.2795 4.3601 -0.9857
C -0.1468 3.4454 -0.3261
O -0.3983 2.2598 -0.8324
C -0.4337 3.6088 1.1490
C -1.1634 2.6837 1.8772
C -1.2871 2.8442 3.2445
C -0.7308 3.9040 3.9379
C -0.0395 4.8252 3.1703
C 0.1187 4.7087 1.8000
N 0.5814 5.9755 3.8597
O 0.4063 6.0662 5.0565
O 1.2430 6.7363 3.1876
N -2.0348 1.8136 3.9915
O -2.1768 1.9728 5.1815
O -2.4559 0.8626 3.3576
H -1.6495 1.8326 1.4185
H -0.8299 4.0088 5.0064
H 0.6897 5.4337 1.2403
*
```

Results of the natural (NBO) charge analysis, in e, for atoms 1 through 2:
1. Mo 1.53
2. Cl 0.06



# 4
C28H14F15GeN2O2PS5W as an isolated structure, computed with ωB97M-V/def2-TZVPD.

**<S²>**: 0.765
**Highest occupied orbital energy (spin up / spin down)**: -11.64 / -11.74 eV
**HOMO-LUMO gap (spin up / spin down)**: 6.32 / 6.81 eV

```
! RIJCOSX wB97M-V def2-TZVPD def2/J DEFGRID3
* xyz 1 2
W -0.4248 0.2163 0.3496
S 0.6969 0.0833 2.4210
C 0.0529 -1.5600 2.4007
C 0.2665 -2.5776 3.3092
C -0.3890 -3.7783 3.0846
C -1.2143 -3.9337 1.9756
C -1.3621 -2.8777 1.1018
N -0.7374 -1.7201 1.3257
H 0.9131 -2.4285 4.1616
H -0.2575 -4.5985 3.7779
H -1.7346 -4.8623 1.7930
H -1.9816 -2.9334 0.2169
C -1.8294 4.7140 -4.2374
C -0.7743 4.0032 -3.4324
O -1.3251 2.7070 -3.0306
P -0.4232 1.6069 -2.3737
S -1.6113 0.0650 -1.8737
S 0.4678 2.2426 -0.6585
O 0.7351 1.2442 -3.3669
C 0.5616 0.3843 -4.5414
C -0.1058 1.1197 -5.6777
H -1.4622 5.7008 -4.5199
H -2.7402 4.8366 -3.6528
H -2.0647 4.1597 -5.1451
H -0.5209 4.5445 -2.5203
H 0.1333 3.8295 -4.0112
H -0.0023 -0.4951 -4.2297
H 1.5744 0.0806 -4.7885
H -1.1312 1.3966 -5.4322
H -0.1315 0.4692 -6.5525
H 0.4554 2.0166 -5.9408
S 2.7643 -2.1764 -2.1971
C 1.7481 -1.4179 -1.2820
N 0.9715 -0.8380 -0.5823
F -5.1117 1.0239 4.9330
C -5.6518 1.6707 3.8934
C -4.8369 2.2439 2.9306
C -5.4625 2.8794 1.8686
F -4.7105 3.4294 0.9065
C -6.8342 2.9657 1.7638
F -7.4042 3.5813 0.7351
C -7.6208 2.3951 2.7543
F -8.9367 2.4688 2.6724
C -7.0309 1.7414 3.8234
F -7.7867 1.1855 4.7613
Ge -2.8982 2.1734 2.9904
S -2.4491 1.0115 1.1035
C -2.0691 3.9258 2.7543
C -2.7700 5.1201 2.8381
F -4.0721 5.1182 3.1333
C -2.1592 6.3453 2.6463
F -2.8589 7.4691 2.7311
C -0.8014 6.3967 2.3741
F -0.2070 7.5622 2.1880
C -0.0636 5.2254 2.3176
F 1.2445 5.2654 2.0871
C -0.7091 4.0227 2.5180
F 0.0360 2.9053 2.5213
C -2.2125 1.2598 4.5613
C -2.1115 -0.1168 4.6663
F -2.5614 -0.8960 3.6710
C -1.5985 -0.7310 5.7910
F -1.5081 -2.0587 5.8617
C -1.1918 0.0479 6.8623
F -0.7025 -0.5296 7.9458
C -1.3135 1.4271 6.8070
F -0.9498 2.1668 7.8447
C -1.8260 2.0090 5.6633
F -1.9660 3.3391 5.6403
*
```

Results of the natural (NBO) charge analysis, in e, for atoms 1 through 2:
1. W 0.95
2. S 0.11